(1)
Molecular formula: C5H10O2
Method: DFT, ωB97M-V/def2-TZVPD

Properties
Highest occupied orbital energy in eV: -6.85
Electronic energy in Ha: -346.8380

XYZ file:
```
17
Properties=species:S:1:pos:R:3:mulliken_charge:R:1
C 1.12 1.32 -1.77 -0.660
C 0.16 1.34 0.44 -0.704
O -0.12 0.99 -1.12 -0.183
C 0.42 0.00 1.09 -0.622
C -0.74 -0.99 1.37 -0.526
C -1.15 -1.86 0.23 0.141
O -0.94 -1.61 -0.95 -0.614
H 1.95 0.86 -1.23 0.303
H 1.07 0.99 -2.81 0.316
H 1.21 2.40 -1.69 0.295
H -0.85 1.70 0.71 0.177
H -0.36 0.03 -1.24 0.465
H 1.21 -0.55 0.54 0.264
H 0.87 0.25 2.05 0.367
H -1.63 -0.42 1.67 0.273
H -0.51 -1.65 2.22 0.362
H -1.70 -2.79 0.49 0.347
```


(2)
Molecular formula: C4H6N2O
Method: DFT, ωB97M-V/def2-TZVPD

Properties
Highest occupied orbital energy in eV: -8.61
Electronic energy in Ha: -340.6266

XYZ file:
```
13
Properties=species:S:1:pos:R:3:mulliken_charge:R:1
C -2.61 -0.17 0.07 -0.868
C -1.19 -0.13 0.22 0.471
C -0.09 -0.36 0.85 -0.479
N 0.02 0.49 -0.40 -0.549
H -3.07 0.20 0.96 0.290
H -2.95 -1.12 -0.19 0.280
H -2.82 0.61 -0.83 0.254
H 0.43 -0.98 1.45 0.390
H 0.10 1.48 -0.08 0.179
N 2.81 0.09 -1.13 -0.382
C 3.35 -0.02 -0.10 0.439
O 4.15 -0.15 0.70 -0.420
H 1.87 0.05 -1.53 0.396
```


(3)
Molecular formula: C42H109N7O16
Method: DFT, ωB97M-V/def2-TZVPD

Properties
Highest occupied orbital energy in eV: -8.10
Electronic energy in Ha: -3252.3680

XYZ file:
```
174
Properties=species:S:1:pos:R:3:mulliken_charge:R:1
C -2.41 1.60 8.03 -0.547
O -3.56 2.09 7.34 -0.355
C -3.23 2.87 6.22 -0.351
C -4.47 3.09 5.38 -0.881
N -4.71 1.98 4.48 0.031
C -5.41 2.36 3.28 -0.777
C -4.62 3.22 2.37 -0.660
O -3.54 2.58 1.72 -0.484
C -3.87 1.40 1.05 -0.644
H -1.77 0.96 7.38 0.112
H -2.74 1.03 8.90 0.265
H -1.73 2.41 8.38 0.302
H -2.49 2.33 5.60 0.114
H -2.77 3.82 6.55 0.415
H -4.42 4.04 4.85 0.428
H -5.37 3.20 6.02 0.400
H -5.36 1.32 4.91 0.161
H -6.30 3.01 3.50 0.315
H -5.85 1.53 2.73 0.539
H -4.25 4.11 2.88 0.402
H -5.26 3.64 1.57 0.330
H -4.91 1.47 0.67 0.485
H -3.81 0.54 1.72 -0.023
H -3.25 1.34 0.17 0.262
C -0.39 -1.37 -8.23 -0.717
O -0.27 -0.14 -7.61 -0.448
C 0.21 -0.27 -6.32 -0.045
C 0.23 1.02 -5.71 -0.345
N 1.02 1.87 -6.55 -0.313
C 0.91 3.27 -6.23 -0.940
C 1.43 3.60 -4.89 -0.350
O 0.43 3.47 -3.87 -0.347
C 0.89 4.02 -2.58 -0.666
H -0.91 -2.11 -7.59 0.201
H 0.61 -1.76 -8.48 0.295
H -1.02 -1.27 -9.11 0.349
H 1.24 -0.66 -6.39 0.112
H -0.37 -0.99 -5.72 0.208
H 0.68 0.88 -4.72 0.131
H -0.79 1.39 -5.50 0.316
H 0.71 1.67 -7.50 0.258
H -0.16 3.55 -6.28 0.362
H 1.36 3.86 -7.03 0.484
H 1.77 4.66 -4.92 0.521
H 2.31 2.98 -4.65 0.218
H 0.11 4.61 -2.10 0.313
H 1.83 4.61 -2.61 0.327
H 1.19 3.17 -1.92 0.157
C -1.12 -1.28 -2.43 -0.877
O -2.22 -1.90 -1.81 -0.206
C -2.25 -3.31 -1.98 -0.162
C -3.62 -3.77 -1.83 -0.870
N -4.47 -3.14 -2.82 -0.352
C -5.92 -3.16 -2.43 -0.608
C -6.74 -2.25 -3.30 -0.704
O -6.75 -0.98 -2.79 -0.218
C -7.44 -0.11 -3.62 -0.776
H -1.17 -1.17 -3.51 0.441
H -0.17 -1.71 -2.04 0.104
H -1.09 -0.26 -1.99 0.274
H -1.66 -3.79 -1.17 0.209
H -1.80 -3.68 -2.91 0.249
H -3.97 -3.62 -0.79 0.340
H -3.68 -4.86 -1.98 0.358
H -4.17 -2.16 -2.87 0.256
H -6.09 -2.85 -1.37 0.302
H -6.25 -4.20 -2.56 0.386
H -7.75 -2.70 -3.46 0.484
H -6.34 -2.28 -4.34 0.349
H -8.50 -0.38 -3.71 0.303
H -7.00 -0.12 -4.63 0.321
H -7.31 0.89 -3.22 0.228
C 7.40 -3.37 -0.96 -0.746
O 6.42 -3.05 -0.12 -0.314
C 5.59 -4.20 0.16 -0.739
C 4.42 -3.82 0.98 -0.641
N 3.48 -3.00 0.23 0.162
C 2.42 -2.36 0.97 -0.390
C 1.29 -3.31 1.49 -0.488
O 1.63 -3.91 2.75 -0.330
C 0.64 -4.79 3.26 -0.659
H 8.11 -2.55 -1.04 0.240
H 6.99 -3.55 -1.96 0.265
H 8.00 -4.22 -0.61 0.327
H 6.22 -4.93 0.70 0.497
H 5.27 -4.72 -0.76 0.307
H 4.64 -3.50 2.02 0.382
H 3.87 -4.77 1.19 0.276
H 3.91 -2.36 -0.42 0.027
H 1.84 -1.71 0.31 0.079
H 2.89 -1.85 1.82 0.210
H 1.18 -4.13 0.74 0.521
H 0.33 -2.77 1.53 0.270
H -0.33 -4.29 3.39 0.166
H 0.98 -5.13 4.23 0.266
H 0.53 -5.67 2.60 0.356
C 1.02 -1.20 5.07 -0.486
O -0.28 -1.35 5.46 -0.426
C -1.09 -1.32 4.38 0.810
C -2.52 -1.54 4.79 -0.583
N -2.74 -2.92 5.20 -0.166
C -3.83 -3.17 6.12 -0.872
C -5.21 -2.89 5.51 0.007
O -6.20 -3.00 6.50 -0.324
C -7.48 -2.93 5.97 -0.667
H 1.70 -1.20 5.92 0.322
H 1.17 -0.23 4.57 0.257
H 1.31 -2.00 4.38 0.054
H -0.77 -2.02 3.57 -0.542
H -1.00 -0.36 3.83 0.115
H -3.18 -1.31 3.94 0.314
H -2.71 -0.85 5.61 0.174
H -2.81 -3.54 4.41 0.224
H -3.75 -2.59 7.03 0.331
H -3.85 -4.25 6.31 0.313
H -5.41 -3.57 4.65 0.305
H -5.28 -1.86 5.09 0.050
H -7.63 -3.70 5.19 0.288
H -7.69 -1.96 5.47 0.239
H -8.20 -3.06 6.76 0.264
C 3.32 0.07 -1.65 -0.578
O 3.62 -1.08 -2.42 -0.351
C 2.73 -1.32 -3.39 0.973
C 2.98 -2.73 -3.89 -1.231
N 2.07 -3.07 -4.99 0.273
C 2.43 -4.34 -5.52 -0.678
C 1.61 -4.71 -6.65 -0.698
O 0.31 -4.87 -6.22 -0.242
C -0.57 -4.92 -7.26 -0.747
H 3.84 -0.03 -0.71 0.298
H 2.24 0.14 -1.50 0.077
H 3.66 0.97 -2.19 0.357
H 2.81 -0.60 -4.21 0.116
H 1.71 -1.23 -2.97 -0.640
H 2.96 -3.41 -3.01 0.399
H 4.03 -2.80 -4.23 0.453
H 1.17 -3.11 -4.49 -0.117
H 2.31 -5.11 -4.74 0.395
H 3.50 -4.29 -5.74 0.454
H 1.99 -5.69 -7.02 0.425
H 1.75 -4.07 -7.54 0.326
H -1.57 -5.04 -6.84 0.253
H -0.40 -5.85 -7.84 0.318
H -0.48 -4.05 -7.90 0.228
C 5.35 10.06 3.26 -0.754
O 5.93 8.86 2.74 -0.313
C 6.82 8.25 3.65 -0.542
C 7.22 6.90 3.09 -0.674
N 6.07 6.09 2.81 -0.403
C 6.36 5.01 1.82 -0.749
C 5.09 4.43 1.32 -0.313
O 4.31 5.44 0.78 -0.361
C 3.42 4.97 -0.26 -0.823
H 4.93 10.61 2.42 0.234
H 6.09 10.70 3.74 0.303
H 4.51 9.77 3.92 0.301
H 6.33 8.13 4.63 0.347
H 7.71 8.89 3.78 0.432
H 7.95 6.42 3.74 0.339
H 7.82 7.09 2.16 0.339
H 5.40 6.70 2.34 0.359
H 7.00 4.24 2.27 0.320
H 6.93 5.45 0.96 0.337
H 4.60 3.82 2.08 0.284
H 5.38 3.73 0.51 0.364
H 2.70 5.78 -0.44 0.295
H 2.88 4.04 -0.02 0.327
H 3.98 4.75 -1.19 0.359
O -0.83 2.18 2.27 -0.597
H -0.44 2.95 2.72 0.263
H -1.81 2.38 2.18 0.447
O 0.24 0.32 0.51 -0.355
H -0.49 -0.10 0.03 0.153
H -0.21 0.90 1.22 0.230
```


(4)
Molecular formula: C6H12O
Method: DFT, ωB97M-V/def2-TZVPD

Properties
Highest occupied orbital energy in eV: -7.63
Electronic energy in Ha: -310.8242

XYZ file:
```
19
Properties=species:S:1:pos:R:3:mulliken_charge:R:1
C 1.88 -0.05 -1.30 -1.510
C 0.86 -0.33 -0.19 0.676
C 1.50 -0.25 1.20 -1.455
C -0.27 0.66 -0.27 -0.098
O -1.22 0.48 -1.38 -0.389
C -1.65 0.24 -0.13 0.141
C -2.49 -0.69 0.51 -1.044
H 2.70 -0.77 -1.27 0.407
H 1.41 -0.11 -2.29 0.352
H 2.31 0.95 -1.19 0.337
H 0.44 -1.33 -0.34 0.271
H 1.91 0.75 1.39 0.348
H 2.32 -0.96 1.29 0.399
H 0.77 -0.47 1.99 0.338
H -0.04 1.71 -0.08 0.460
H -2.35 1.72 0.16 0.082
H -3.30 -1.12 -0.07 0.318
H -2.69 0.77 0.60 0.098
H -2.10 -1.22 1.37 0.271
```


(5)
Molecular formula: C2H13NO4
Method: DFT, ωB97M-V/def2-TZVPD

Properties
Highest occupied orbital energy in eV: -8.14
Electronic energy in Ha: -439.6777

XYZ file:
```
20
Properties=species:S:1:pos:R:3:mulliken_charge:R:1
C 0.60 -2.24 -0.66 -0.856
C -0.15 -1.92 0.38 0.070
N -0.10 -0.71 1.08 -0.490
H 1.44 -1.65 -1.04 0.257
H 0.54 -3.22 -1.11 0.248
H -0.80 -2.62 0.87 0.330
H -1.05 -0.35 1.12 0.298
H 0.42 0.03 0.60 0.146
O -2.00 -0.08 3.78 -0.622
H -1.48 0.65 3.44 0.318
H -1.81 -0.18 4.71 0.307
O 3.26 0.70 -0.50 -0.640
H 3.77 0.50 0.31 0.323
H 2.56 1.25 -0.13 0.309
O -0.54 1.54 -3.22 -0.659
H -0.59 2.04 -4.05 0.299
H -0.19 0.67 -3.47 0.313
O -1.13 1.72 -0.39 -0.613
H -1.90 2.29 -0.42 0.291
H -0.87 1.59 -1.31 0.370
```


(6)
Molecular formula: C2F2O
Method: DFT, ωB97M-V/def2-TZVPD

Properties
Highest occupied orbital energy in eV: -10.31
Electronic energy in Ha: -351.0510

XYZ file:
```
5
Properties=species:S:1:pos:R:3:mulliken_charge:R:1
C -0.49 0.16 -0.04 0.677
C 0.69 -0.61 -0.55 -0.059
O -0.23 1.31 0.23 -0.382
F -1.66 -0.45 0.12 -0.186
F 1.69 -0.41 0.25 -0.050
```


(7)
Molecular formula: CH12N3O3
Method: DFT, ωB97M-V/def2-TZVPD

Properties
Net charge: +1
Highest occupied orbital energy in eV: -14.71
Electronic energy in Ha: -435.0574

XYZ file:
```
19
Properties=species:S:1:pos:R:3:mulliken_charge:R:1
N -1.52 0.65 2.27 -0.539
C -0.92 0.02 1.10 0.537
N -1.36 -1.18 0.72 -0.234
N 0.15 0.62 0.52 -0.345
H -2.43 1.08 1.99 0.310
H -0.92 1.36 2.62 0.268
H -0.80 -1.83 0.03 0.281
H -2.18 -1.49 1.03 0.199
H 0.64 0.06 -0.30 0.228
H 0.23 1.61 0.23 0.360
H 1.20 -1.27 -2.09 0.309
H 0.92 -0.44 -3.25 0.319
O 1.17 -0.29 -2.37 -0.637
H 0.34 2.66 -1.54 0.341
H 1.48 2.88 -0.64 0.373
O 0.50 3.02 -0.69 -0.735
H 1.20 -3.16 -0.32 0.302
H 1.40 -2.02 0.72 0.293
O 0.91 -2.30 -0.03 -0.631
```


(8)
Molecular formula: CH8N2S2
Method: DFT, ωB97M-V/def2-TZVPD

Properties
Highest occupied orbital energy in eV: -8.62
Electronic energy in Ha: -948.7151

XYZ file:
```
13
Properties=species:S:1:pos:R:3:mulliken_charge:R:1
N -1.13 -1.48 1.53 -0.580
C -1.26 -0.08 1.29 -0.394
N -0.62 0.41 0.01 -0.603
H -0.28 -1.94 1.99 0.224
H -2.06 -1.90 1.93 0.232
H -1.03 0.70 2.14 0.249
H -2.20 0.37 1.17 0.397
H -1.16 0.05 -0.79 0.225
H 0.15 -0.19 -0.04 0.247
S 2.00 1.87 -1.84 -0.170
S 3.22 0.22 -2.55 -0.186
H 1.10 1.22 -1.03 0.199
H 3.28 0.76 -3.79 0.161
```